[1]
ORCA calculation (wB97M-V/def2-TZVPD) on the molecule C5H10O2 in a non-equilibrium geometry.

CARTESIAN COORDINATES (ANGSTROEM)
O (0.483, -2.717, 0.710)
C (1.041, -1.651, 0.716)
C (0.401, -0.394, 1.265)
C (0.830, 0.909, 0.613)
C (0.455, 0.978, -0.885)
C (-0.981, 0.660, -1.259)
O (-1.904, 1.670, -0.849)
H (2.086, -1.596, 0.334)
H (-0.669, -0.609, 1.185)
H (0.637, -0.411, 2.325)
H (0.327, 1.733, 1.123)
H (1.909, 1.036, 0.729)
H (0.795, 1.926, -1.302)
H (1.084, 0.236, -1.390)
H (-0.959, 0.574, -2.322)
H (-1.406, -0.252, -0.868)
H (-1.888, 2.436, -1.435)

Output
* relative energy (zero: lowest compared OMol25 entry of this formula, charge and spin): 1.633 eV
* energy: -346.9654 a.u.
* highest occupied orbital energy: -9.76 eV
* gap between HOMO and LUMO: 10.595 eV
* SMILES: O=CCCCCO

=====

[2]
ORCA calculation (wB97M-V/def2-TZVPD) on C35H27N2PPd as an isolated structure in a non-equilibrium geometry.

CARTESIAN COORDINATES (ANGSTROEM)
Pd (0.726, -0.713, 0.638)
C (-2.662, 4.711, -1.335)
C (-2.151, 4.223, -0.141)
C (-1.377, 3.072, -0.139)
C (-1.121, 2.398, -1.330)
C (-1.635, 2.892, -2.527)
C (-2.402, 4.047, -2.526)
P (-0.193, 0.836, -1.207)
C (0.528, 0.572, -2.855)
C (0.410, -0.637, -3.533)
C (1.067, -0.831, -4.741)
C (1.848, 0.180, -5.280)
C (1.977, 1.387, -4.605)
C (1.329, 1.580, -3.398)
C (-1.470, -0.436, -0.997)
C (-2.541, -0.756, -1.827)
C (-3.376, -1.804, -1.479)
C (-3.129, -2.539, -0.321)
C (-2.072, -2.218, 0.515)
C (-1.239, -1.146, 0.189)
H (-3.261, 5.613, -1.339)
H (-2.351, 4.737, 0.790)
H (-0.980, 2.684, 0.793)
H (-1.433, 2.379, -3.458)
H (-2.800, 4.429, -3.458)
H (-0.192, -1.435, -3.116)
H (0.969, -1.776, -5.258)
H (2.360, 0.027, -6.221)
H (2.592, 2.177, -5.017)
H (1.441, 2.522, -2.872)
H (-2.716, -0.189, -2.734)
H (-4.220, -2.056, -2.108)
H (-3.789, -3.355, -0.056)
H (-1.925, -2.763, 1.438)
C (1.786, -4.864, 1.856)
C (3.177, -4.752, 2.090)
C (3.792, -3.547, 1.939)
C (3.046, -2.399, 1.558)
N (1.692, -2.532, 1.336)
C (1.114, -3.732, 1.481)
C (3.613, -1.114, 1.364)
C (4.981, -0.800, 1.587)
C (5.443, 0.461, 1.361)
C (4.557, 1.464, 0.899)
C (3.250, 1.109, 0.698)
N (2.771, -0.123, 0.917)
H (1.261, -5.801, 1.964)
H (3.754, -5.620, 2.382)
H (4.856, -3.462, 2.103)
H (0.050, -3.764, 1.278)
H (5.656, -1.564, 1.943)
H (6.485, 0.693, 1.538)
H (4.886, 2.474, 0.710)
H (2.523, 1.833, 0.344)
C (-0.794, -0.177, 1.728)
C (-1.905, 0.220, 2.490)
C (-3.199, 0.528, 1.998)
C (-4.189, 0.975, 2.848)
C (-3.951, 1.139, 4.209)
C (-2.686, 0.852, 4.715)
C (-1.683, 0.409, 3.882)
H (-3.411, 0.426, 0.942)
H (-5.166, 1.205, 2.441)
H (-4.737, 1.489, 4.865)
H (-2.484, 0.977, 5.772)
H (-0.699, 0.189, 4.277)

Output
* relative energy (zero: lowest compared OMol25 entry of this formula, charge and spin): 1.967 eV
* energy: -1928.5043 a.u.
* highest occupied orbital energy (alpha / beta): -4.78 / -8.00 eV
* gap between HOMO and LUMO (alpha / beta): 5.291 / 7.312 eV
* 2S+1: 5
* <S²>: 6.082

=====

> The lowest relative energy (zero: lowest compared OMol25 entry of this formula, charge and spin) belongs to which entry?

C5H10O2

=====

> Which value of relative energy (zero: lowest compared OMol25 entry of this formula, charge and spin) does entry 2 give?

1.967 eV

=====

> energy of number 1 (C5H10O2)?

-346.9654 a.u.